{"formula": "C19H32BClF2NO9", "method": "ωB97M-V with the def2-TZVPD basis set", "total_charge": -1, "de_lowest_kj_mol": 40.1, "symbols": ["C", "C", "O", "C", "C", "O", "C", "C", "C", "C", "C", "C", "C", "O", "C", "C", "O", "O", "B", "F", "O", "N", "O", "O", "C", "C", "C", "O", "F", "C", "C", "C", "Cl", "H", "H", "H", "H", "H", "H", "H", "H", "H", "H", "H", "H", "H", "H", "H", "H", "H", "H", "H", "H", "H", "H", "H", "H", "H", "H", "H", "H", "H", "H", "H", "H"], "coordinates": [[4.13397, -2.35569, 2.67761], [4.51444, -1.53890, 1.46135], [3.92012, -2.14541, 0.32161], [3.88421, -1.27827, -0.81190], [2.49756, -1.25412, -1.44603], [1.85054, -0.01117, -1.35248], [1.39014, 0.38716, -0.06356], [0.91651, -0.70633, 0.86989], [-0.49259, -1.27213, 0.65499], [-0.61958, -2.32807, -0.44108], [-2.01337, -2.92363, -0.54923], [-3.13114, -1.86682, -0.63358], [-4.30080, -2.34079, -1.49556], [-5.58058, -2.20403, -0.85845], [-5.90295, -0.94641, -0.42069], [-5.67086, 0.19893, -1.36724], [-6.39801, -0.80494, 0.68393], [2.45111, 1.04203, 0.59036], [2.61667, 2.35282, -0.04087], [2.70142, 3.36668, 0.94104], [3.83316, 2.41609, -0.91380], [4.96412, 2.47633, -0.19140], [5.93559, 2.21483, -0.82592], [1.40783, 2.51679, -0.86052], [0.44707, 1.65754, -0.34384], [-0.52378, 1.28549, -1.49522], [-1.94967, 1.70663, -1.34300], [-2.73467, 1.42328, -0.45858], [-2.39908, 2.44128, -2.40235], [-0.14229, 2.08179, 0.98765], [-0.88909, 3.42962, 1.07997], [-0.31577, 4.27679, 2.21890], [-0.84626, 4.43081, -0.40199], [4.81626, -2.11751, 3.49043], [3.11810, -2.14037, 2.99542], [4.20655, -3.41532, 2.45345], [5.60059, -1.55689, 1.34250], [4.16569, -0.51347, 1.56840], [4.21170, -0.27609, -0.56114], [4.60217, -1.66801, -1.53758], [1.92644, -2.09329, -1.05338], [2.62150, -1.44365, -2.50980], [1.61290, -1.53990, 0.91285], [0.93115, -0.25971, 1.85841], [-1.23773, -0.50153, 0.47830], [-0.78441, -1.75457, 1.59047], [0.08944, -3.12921, -0.22490], [-0.31018, -1.91162, -1.39935], [-2.04376, -3.52069, -1.46207], [-2.22146, -3.61616, 0.26345], [-3.48720, -1.66748, 0.37130], [-2.72378, -0.96587, -1.07850], [-4.21883, -3.38955, -1.75270], [-4.30858, -1.78889, -2.43589], [-4.61508, 0.31757, -1.59076], [-5.99175, 1.09426, -0.85419], [-6.19886, 0.05679, -2.30446], [-0.11590, 1.73020, -2.39241], [-0.54652, 0.21269, -1.66314], [-0.86094, 1.32002, 1.28156], [0.62677, 2.07196, 1.74788], [-1.93308, 3.25904, 1.31139], [-0.96681, 5.12630, 2.40714], [-0.15093, 3.67411, 3.10466], [0.63258, 4.67871, 1.87262]], "forces_ev_per_a": [[0.1, 0.2, -0.1], [-0.1, -0.5, 0.1], [-0.3, 0.4, 0.1], [0.4, -0.5, -0.2], [0.7, 0.1, -0.2], [-1.1, -0.6, 0.1], [0.8, 1.3, 0.4], [-0.9, -0.1, 0.0], [0.0, -0.4, -0.1], [0.3, 0.0, 0.4], [-0.2, 0.2, -0.5], [0.2, -0.8, -0.2], [-0.2, 0.3, -0.3], [0.0, 0.4, 0.4], [-0.6, -0.1, 1.3], [0.2, -0.1, 0.3], [0.5, -0.3, -1.6], [0.2, -0.4, 0.0], [-0.5, 0.6, 0.3], [0.1, -0.2, 0.0], [0.4, -0.1, -0.1], [-0.4, -0.1, 0.2], [0.0, 0.1, -0.3], [0.3, 0.7, 0.2], [1.0, -2.0, -0.5], [-0.5, 0.7, 0.0], [-1.3, -0.2, 1.3], [1.4, 0.6, -1.7], [0.0, -0.4, 0.3], [-1.0, 0.3, -0.1], [0.5, 0.0, 1.0], [0.1, 0.3, -0.9], [-0.3, 0.1, -0.2], [0.0, 0.0, 0.2], [-0.2, 0.0, 0.0], [0.1, -0.2, 0.0], [0.2, 0.2, 0.0], [0.0, 0.2, -0.1], [-0.1, 0.2, 0.1], [0.1, -0.1, -0.1], [-0.1, 0.0, 0.1], [-0.1, 0.2, -0.2], [0.3, 0.1, -0.1], [0.1, 0.2, 0.1], [0.0, 0.2, 0.1], [-0.1, 0.0, 0.1], [0.1, -0.1, -0.1], [-0.1, 0.1, -0.2], [0.0, -0.1, -0.1], [0.0, 0.0, 0.2], [-0.1, 0.4, 0.1], [0.0, 0.2, 0.2], [-0.1, -0.2, 0.1], [0.0, 0.0, -0.2], [0.1, 0.0, 0.0], [-0.1, 0.2, -0.1], [-0.2, -0.1, -0.1], [0.1, 0.1, -0.1], [0.0, -0.2, 0.1], [-0.1, -0.1, 0.1], [0.4, 0.1, -0.1], [-0.2, -0.1, -0.4], [-0.1, 0.0, 0.3], [-0.1, 0.0, 0.2], [0.3, -0.1, 0.2]], "nbo_charge": [-0.620, -0.070, -0.566, -0.108, -0.086, -0.568, 0.622, -0.500, -0.407, -0.405, -0.374, -0.447, -0.066, -0.530, 0.804, -0.748, -0.566, -0.797, 1.216, -0.555, -0.530, 0.349, -0.378, -0.737, 0.284, -0.584, 0.913, -0.595, -0.352, -0.485, -0.170, -0.619, -0.068, 0.202, 0.203, 0.206, 0.153, 0.206, 0.216, 0.162, 0.173, 0.183, 0.234, 0.232, 0.213, 0.198, 0.202, 0.196, 0.189, 0.198, 0.228, 0.210, 0.191, 0.170, 0.250, 0.248, 0.228, 0.275, 0.249, 0.223, 0.250, 0.206, 0.201, 0.205, 0.241]}

---

{"formula": "C19H32Br16O6PSi", "method": "ωB97M-V with the def2-TZVPD basis set", "total_charge": -1, "symbols": ["C", "C", "C", "Br", "C", "C", "C", "O", "C", "O", "P", "C", "C", "O", "O", "C", "C", "O", "Si", "C", "C", "C", "O", "H", "H", "H", "H", "H", "H", "H", "H", "H", "H", "H", "H", "H", "H", "H", "H", "H", "H", "H", "H", "H", "H", "H", "H", "H", "H", "H", "C", "Br", "Br", "Br", "H", "C", "Br", "Br", "Br", "H", "C", "Br", "Br", "Br", "H", "C", "Br", "Br", "Br", "H", "C", "Br", "Br", "Br", "H"], "coordinates": [[-0.94681, 1.17998, 0.61561], [-1.79795, 2.04674, -0.50427], [-1.03043, 3.40448, -1.02142], [-2.44898, 4.51122, -1.96640], [0.29434, 3.11991, -1.96408], [0.46882, 4.11526, -3.29692], [0.82370, 5.66642, -2.84527], [0.19601, 6.76224, -3.33606], [0.30289, 1.63122, -2.72646], [1.13825, 0.82516, -1.81232], [2.52677, 1.74841, -1.26738], [4.15903, 2.74746, -1.12724], [4.54756, 3.21595, 0.39468], [5.10166, 4.45440, 0.51620], [4.40617, 2.42396, 1.62578], [3.73511, 3.18603, 2.69775], [2.18691, 2.73729, 3.06296], [4.27281, 4.16753, 3.42644], [3.32697, -0.22888, -0.73231], [5.13237, -0.22432, -0.06406], [3.26458, -1.46662, -2.23983], [2.20416, -0.91401, 0.72575], [1.64937, 3.29160, -1.34200], [-0.44873, 0.20109, 0.16286], [-0.17233, 1.86876, 1.15926], [-1.74030, 0.80199, 1.41676], [-2.78105, 2.41594, 0.06346], [-2.20235, 1.35808, -1.38553], [-0.73462, 4.03098, -0.05318], [-0.42839, 4.03010, -4.04568], [1.41752, 3.68299, -3.87757], [1.64560, 5.86709, -2.02476], [-0.73321, 1.14259, -2.98192], [0.88486, 1.55155, -3.75125], [2.87545, 1.71913, -2.69463], [2.14690, 1.81755, 0.14130], [3.97542, 3.75181, -1.74486], [5.07663, 2.22422, -1.68385], [1.55431, 2.88783, 2.06905], [2.15889, 1.60010, 3.38746], [1.69296, 3.43908, 3.86897], [5.87310, 0.49006, -0.62135], [5.10225, -0.08068, 1.10525], [5.55365, -1.32798, -0.23471], [3.36225, -2.56985, -1.79605], [4.24985, -1.26491, -2.88272], [2.30807, -1.33216, -2.90680], [1.69030, -0.01247, 1.31430], [2.86170, -1.50768, 1.49441], [1.32293, -1.53188, 0.25790], [0.06301, -3.20077, 3.32463], [1.71729, -4.19282, 3.07241], [0.39755, -1.33993, 3.78248], [-1.12175, -3.36719, 1.79079], [-0.45358, -3.65213, 4.17811], [-2.23358, -7.31556, 0.80380], [-0.29963, -7.11291, 0.74701], [-2.78038, -9.14709, 0.44216], [-2.98206, -6.65266, 2.47243], [-2.64387, -6.69485, 0.00043], [-2.17101, 1.02479, -5.92266], [-0.23707, 1.22745, -5.97945], [-2.71781, -0.80673, -6.28430], [-2.91950, 1.68770, -4.25403], [-2.58130, 1.64550, -6.72603], [-5.09237, -4.60386, 5.62147], [-3.76316, -4.02839, 4.32283], [-6.52667, -3.30383, 5.81379], [-5.77481, -6.38064, 5.21979], [-4.58627, -4.66725, 6.59042], [-8.67457, -4.57575, 2.20122], [-6.90360, -5.18653, 1.67680], [-8.88620, -2.65970, 1.94002], [-10.08062, -5.58681, 1.31533], [-8.77299, -4.76481, 3.27527]], "forces_ev_per_a": [[-0.8, -0.6, 0.0], [-0.9, 0.1, 0.8], [0.8, -1.1, 1.3], [0.9, -0.6, 0.6], [1.5, 0.6, -3.2], [0.4, 0.7, 0.1], [-3.1, 4.1, -2.2], [3.7, -6.6, 2.7], [1.3, -1.0, 1.0], [-2.5, 1.1, -0.5], [0.7, 0.1, -0.4], [1.0, 1.2, 0.6], [3.8, 7.1, -0.4], [-3.7, -7.7, -0.3], [-1.8, 2.6, -0.2], [1.3, 4.4, 4.1], [0.2, 0.0, -1.1], [-2.8, -6.5, -5.1], [0.2, -1.6, 0.0], [1.3, -1.4, 0.6], [0.9, -0.9, -0.4], [-0.6, 0.3, 0.6], [-3.5, -0.8, -1.1], [-0.8, 2.5, 0.9], [-1.3, -1.5, -1.1], [1.7, 0.8, -1.6], [2.1, -0.6, -1.3], [1.2, 1.6, 1.8], [-0.5, -1.3, -2.3], [1.6, 0.6, 1.6], [-1.9, 1.0, 1.5], [-1.5, -0.8, -1.6], [2.0, 1.0, 1.1], [-1.1, 1.1, 2.2], [0.0, 0.3, 0.0], [0.0, 0.1, 0.0], [0.6, -2.0, 1.8], [-2.0, 0.9, 1.6], [1.4, -0.6, 2.0], [0.1, 2.4, -0.8], [1.6, -1.4, -1.5], [-1.4, -1.2, 1.3], [0.4, 0.1, -2.4], [-0.7, 2.2, 0.4], [-0.3, 2.2, -1.2], [-2.1, -0.5, 1.2], [1.9, -0.4, 1.4], [1.2, -1.9, -1.3], [-1.5, 0.8, -1.4], [1.7, 0.8, 1.1], [0.0, 0.0, 0.2], [-0.4, 0.3, 0.0], [-0.2, -0.5, -0.1], [0.3, 0.2, 0.3], [0.2, 0.2, -0.4], [0.0, 0.1, -0.1], [-0.5, -0.1, 0.1], [0.1, 0.4, 0.1], [0.2, -0.4, -0.6], [0.2, -0.3, 0.4], [-0.1, 0.2, -0.1], [-0.7, -0.2, -0.4], [0.1, 0.4, 0.1], [0.0, -0.1, -0.6], [0.2, -0.3, 0.4], [0.2, 0.0, 0.2], [-0.5, 0.1, 0.4], [0.3, -0.3, -0.1], [0.2, 0.4, 0.1], [-0.3, 0.0, -0.4], [0.1, 0.0, 0.2], [-0.5, 0.2, 0.1], [0.1, -0.5, 0.0], [0.3, 0.3, 0.2], [0.1, 0.1, -0.5]], "mulliken_charge": [-0.016, -0.363, -0.403, -0.179, 0.754, -0.498, -0.039, -0.565, 0.566, -0.881, 1.975, -0.748, 0.402, -0.616, -0.133, 0.390, 0.037, -0.547, 0.638, -1.057, -0.959, -0.249, -0.540, -0.017, -0.343, 0.343, 0.448, -0.001, 0.326, 0.202, 0.376, 0.284, -0.058, -0.347, -0.290, -1.122, 0.272, 0.421, -0.303, 0.073, 0.335, 0.275, 0.185, 0.297, 0.248, 0.177, 0.183, -0.206, 0.204, 0.062, -0.339, -0.039, 0.005, -0.029, 0.367, -0.375, 0.000, -0.065, 0.085, 0.367, -0.356, 0.009, -0.060, 0.028, 0.407, -0.349, 0.042, -0.034, -0.065, 0.387, -0.293, 0.067, -0.005, -0.038, 0.289]}

---

no.,HOMO-LUMO gap (eV)
1,8.76
2,5.44